The following is a DFT calculation (ωB97M-V/def2-TZVPD) of C26H41N4O6P2SZr as an isolated structure.

XYZ file:
```
81
Properties=species:S:1:pos:R:3:forces:R:3:lowdin_charge:R:1
Zr 0.059779 -0.848396 -0.001854 2.0 -1.0 -0.3 1.580
S -0.937421 -2.928696 -0.941754 1.2 0.1 -0.1 0.736
P -2.162121 1.069704 0.037746 -1.0 2.2 0.6 0.504
P -1.106721 -0.420196 2.476746 0.2 1.4 1.8 0.519
O 0.126179 0.605304 2.150746 -1.3 -0.6 -0.1 -0.269
O -1.235421 -0.652096 3.983046 -0.1 -0.3 -0.8 -0.132
O -0.666321 -1.655996 1.735346 -0.8 -0.8 0.5 -0.387
O -3.431021 1.718204 -0.536954 0.8 -0.3 0.3 -0.137
O -1.073421 2.163804 0.250346 -0.7 -0.3 -0.2 -0.190
O -1.452021 0.052304 -0.835454 -1.2 0.4 -0.5 -0.414
N 1.517179 -2.466196 -2.026654 0.0 -0.9 -0.5 0.046
N 0.500479 -4.499596 -2.475954 0.5 -2.3 -1.1 0.118
N 1.533279 -1.366996 -1.283354 -0.3 -1.6 -0.9 -0.240
N 1.273779 -4.934696 -3.380154 -0.8 0.0 1.1 0.122
C -3.243621 0.017804 5.197846 0.2 -0.1 -0.2 -0.018
C -1.421021 3.565004 0.634546 0.1 0.7 0.2 -0.383
C -4.540321 -0.161196 -1.678854 0.2 0.2 0.1 -0.024
C 2.691979 -0.572796 -1.375954 0.7 1.0 -0.1 -0.296
C 3.969779 -4.432996 -5.797054 0.0 0.2 -0.1 -0.031
C 1.750979 -3.038696 -4.833754 -0.2 -0.3 0.0 -0.014
C 2.396379 -0.284996 1.960046 -0.5 0.5 0.1 -0.019
C 2.512679 0.804204 -1.138854 -0.3 -0.8 -0.3 -0.084
C 1.851079 1.571904 3.596846 -0.3 -0.3 -0.2 -0.004
C -0.992621 0.028704 6.290046 0.1 0.0 -0.3 -0.011
C -5.644321 2.096604 -1.375954 0.2 -0.1 0.2 -0.014
C 3.598079 -3.216396 -6.359554 0.0 -0.2 0.1 -0.015
C 3.958779 -1.079796 -1.671954 -0.4 0.0 0.2 0.002
C -2.561721 0.346604 1.696746 0.6 -0.2 -0.5 -0.153
C -1.484121 4.404504 -0.621954 -0.1 -0.3 0.1 -0.011
C 2.087679 -4.292396 -4.300654 1.0 0.8 -1.0 -0.218
C -1.768221 0.286804 5.016446 -0.4 0.4 0.9 -0.380
C 0.491479 -3.281496 -1.938154 0.2 2.6 0.9 -0.749
C 3.603179 1.655204 -1.224154 0.0 0.1 0.2 -0.057
C -4.737921 1.041504 -0.780854 -0.9 -0.2 -0.3 -0.377
C 3.204779 -4.987196 -4.791154 -0.4 0.1 0.3 0.018
C 1.367279 0.298604 2.922146 1.1 -0.2 0.5 -0.380
C 2.490479 -2.524496 -5.875654 -0.1 -0.1 0.1 -0.036
C 5.040679 -0.215796 -1.714954 -0.2 0.0 0.0 -0.031
C -0.369121 4.006704 1.629146 -0.3 -0.2 -0.1 -0.016
C 4.868879 1.143104 -1.492154 -0.2 0.1 0.0 -0.038
H -0.333721 3.327604 2.477546 0.0 0.0 0.1 0.063
H 1.242179 -5.957596 -3.463554 -0.2 0.3 0.0 0.203
H -4.230821 0.157304 -2.671654 0.1 0.0 -0.1 0.106
H -3.625321 0.654904 5.990846 0.0 0.1 0.0 0.111
H -0.611121 5.002304 1.989646 0.0 0.1 0.0 0.109
H 6.020179 -0.610096 -1.933354 0.1 0.0 0.0 0.124
H 2.145179 2.318204 2.863546 0.0 0.1 -0.1 0.094
H -5.298821 2.392304 -2.361654 0.0 0.0 -0.1 0.101
H -2.213721 3.990904 -1.314054 -0.1 0.1 -0.1 0.084
H -1.583821 1.301504 4.650446 0.1 0.0 -0.1 0.141
H 4.839279 -4.955896 -6.163654 0.0 -0.1 0.0 0.126
H -2.407721 3.527804 1.104446 0.0 0.0 0.0 0.141
H -5.688921 2.974104 -0.737554 0.0 0.1 0.1 0.095
H 2.713479 1.348104 4.220846 0.1 -0.1 0.0 0.112
H -1.785921 5.416104 -0.363854 0.0 0.1 0.0 0.110
H 0.876279 -2.514996 -4.480054 0.0 0.0 -0.1 0.114
H 1.482779 1.186704 -0.965854 0.5 0.1 -0.2 0.100
H -3.819021 0.207704 4.295846 -0.1 0.0 -0.1 0.070
H 3.270079 -0.608096 2.529446 -0.1 -0.2 -0.1 0.128
H 0.608579 4.037604 1.156546 0.1 0.0 -0.1 0.096
H 5.714879 1.810704 -1.545554 0.0 0.1 0.0 0.123
H 1.992279 -1.182896 1.436346 0.4 0.1 0.2 0.066
H -3.389821 -1.015496 5.495446 -0.1 -0.1 0.1 0.108
H -3.318521 -0.439696 1.589846 0.0 0.0 0.0 0.113
H -5.110721 0.736404 0.202646 0.1 0.1 0.0 0.143
H -2.979121 1.135104 2.326546 0.1 0.1 0.0 0.100
H -6.647321 1.689804 -1.464654 -0.1 -0.1 0.0 0.108
H 4.080579 -2.137796 -1.854454 0.0 0.0 0.0 0.117
H 3.476179 2.720204 -1.102554 0.0 0.1 0.1 0.118
H 1.078779 1.989604 4.238346 -0.1 0.0 0.1 0.086
H -0.516521 4.443904 -1.114054 0.1 0.0 0.0 0.099
H -5.483721 -0.694696 -1.772054 0.0 0.0 0.0 0.112
H 4.155779 -2.816096 -7.190154 0.1 0.1 -0.1 0.125
H 1.109179 -0.458596 3.675346 0.0 0.2 -0.2 0.142
H 2.730079 0.480804 1.249146 -0.1 -0.3 0.1 0.082
H -1.148721 -0.992896 6.621746 0.0 -0.1 0.0 0.106
H 3.477079 -5.938096 -4.360854 0.0 -0.2 0.0 0.128
H 0.072179 0.201904 6.163846 0.1 0.0 0.0 0.084
H -3.788421 -0.846296 -1.277854 -0.1 -0.1 -0.1 0.063
H 2.188279 -1.593396 -6.331854 0.0 0.0 0.0 0.121
H -1.358821 0.695604 7.066846 0.0 0.1 0.0 0.110
```
Positions in Å, forces in eV/Å.

Values from the calculation:
orbital gap	6.1	eV
total charge	+3
energy above the lowest of the compared OMol25 structures with the same formula, charge and spin	1.821	eV
E_LUMO	-9.621	eV
2S+1	1
DFT total energy	-2813.0131	hartree
E_HOMO	-15.687	eV

=====

The following is a DFT calculation (ωB97M-V/def2-TZVPD) of C26H42As3BaClF4N3 as an isolated structure.

XYZ file:
```
80
Properties=species:S:1:pos:R:3:forces:R:3:lowdin_charge:R:1
Ba 0.885470 0.897861 -0.183562 -0.6 0.2 0.9 1.673
As -3.189338 4.974295 5.400968 0.0 0.0 0.0 1.144
As -1.112198 3.640445 0.595125 0.0 -0.1 0.0 1.026
As 0.202968 1.296060 3.224042 0.0 0.0 0.0 1.031
Cl 1.674759 1.948748 -5.844405 0.0 0.0 0.0 0.902
F 2.258915 -1.555626 -0.140403 -0.1 0.1 -0.1 -0.015
F 4.595616 -1.631043 -1.352460 0.0 0.0 0.0 0.060
F 2.412573 -1.606729 -5.515598 0.0 0.0 0.0 0.132
F 0.362317 -0.516179 -4.399465 0.0 0.0 0.0 0.077
N -2.203699 -1.276381 0.225494 0.0 0.0 0.0 -0.277
N 2.596968 1.275161 -2.066062 0.0 -0.1 -0.3 -0.240
N -0.125847 -0.775158 -1.690380 0.5 -0.3 0.1 -0.250
C 0.239081 -0.647998 3.453177 0.0 0.0 0.0 -0.315
C -1.566616 6.050984 5.112553 0.0 0.0 0.0 -0.345
C 3.819608 0.528807 -2.154983 -0.1 -0.2 0.0 -0.281
C -1.284913 -1.564022 -2.064480 -0.2 0.3 0.0 -0.238
C 0.639777 1.820143 5.052711 0.0 -0.1 -0.1 -0.312
C -2.403563 2.863317 3.177564 0.0 0.0 0.0 -0.668
C 4.549600 0.869194 -3.434707 0.0 0.0 0.0 0.108
C -2.607583 3.220824 4.662375 0.0 0.0 0.0 -0.378
C 2.563018 -1.308512 -4.229896 0.1 0.0 0.2 -0.214
C -1.757871 1.458495 3.107287 0.0 0.1 0.0 -0.370
C -1.533837 3.924827 2.498274 0.0 0.0 0.0 -0.387
C -2.455719 4.792442 -0.227507 0.1 0.0 0.0 -0.306
C 3.940978 1.461404 -4.509371 -0.1 0.0 0.0 -0.055
C 3.634736 -1.600332 -3.513107 -0.2 0.1 -0.1 0.104
C 1.459772 -0.523839 -3.595567 0.1 -0.1 -0.1 -0.236
C -3.277266 -0.387945 -0.202611 0.0 0.0 0.0 -0.099
C 0.415117 4.859163 0.517302 0.1 0.1 0.0 -0.326
C -4.298882 5.799558 4.006916 0.0 0.0 0.0 -0.354
C 3.595584 -1.050026 -2.101905 0.0 0.0 0.0 -0.323
C -1.855490 -2.239305 -0.825023 0.0 0.0 0.0 -0.209
C 2.235179 -1.335876 -1.494093 0.3 -0.1 -0.2 -0.226
C -3.766328 2.765961 2.481927 0.0 0.0 0.0 -0.061
C 1.850957 1.084607 -3.263458 -0.1 0.0 0.1 -0.334
C 2.544244 1.530483 -4.475872 0.3 -0.1 0.0 -0.557
C 1.107412 -1.066653 -2.169869 -0.1 0.3 -0.3 -0.337
C -2.613632 -1.994175 1.425033 0.0 0.0 0.0 -0.112
H 0.742032 5.010397 -0.511383 0.0 0.0 0.0 0.025
H -2.867962 -1.283909 2.214012 0.0 0.0 0.0 0.072
H -1.100789 -2.916127 -0.416597 0.0 0.0 0.0 0.122
H -4.293295 3.718809 2.492082 0.0 0.0 0.0 0.062
H -1.381696 6.296763 4.067854 0.0 0.0 0.0 0.006
H -2.734845 -2.845973 -1.102726 0.0 0.0 0.0 0.127
H 1.642095 1.451662 5.267965 0.0 0.0 0.0 0.027
H -4.164182 -0.942008 -0.548696 0.0 0.0 0.0 0.100
H -0.402515 -0.952644 4.279497 0.0 0.0 0.0 0.039
H -2.049810 -0.909707 -2.493460 0.0 -0.1 -0.1 0.099
H -3.583239 0.243232 0.632288 0.0 0.0 0.0 0.061
H -2.201302 0.812407 3.870093 0.0 0.0 0.0 0.087
H -2.232555 4.909816 -1.286952 0.0 0.0 0.0 0.025
H -3.651730 2.447992 1.441465 0.0 0.0 0.0 0.055
H 0.158473 5.829544 0.944014 0.0 0.0 0.0 0.035
H -4.396146 2.025564 2.979547 0.0 0.0 0.0 0.098
H -0.574931 4.019459 3.017136 0.0 0.0 0.0 0.058
H 1.250214 4.445191 1.085389 0.0 0.0 0.0 0.017
H 5.614159 0.657176 -3.490125 0.0 0.1 0.0 0.145
H -1.798601 -2.627220 1.778026 0.0 0.0 0.0 0.081
H -3.490821 -2.635157 1.247317 0.0 0.0 0.0 0.095
H -1.072356 -2.314860 -2.830052 0.1 -0.1 0.1 0.123
H 0.847699 1.522463 -3.209242 0.0 0.0 -0.1 0.137
H -1.673738 6.977683 5.674748 0.0 0.0 0.0 0.016
H -3.442814 4.346589 -0.126754 0.0 0.0 0.0 0.019
H 4.479562 0.770521 -1.315936 0.0 0.0 0.0 0.155
H -2.020904 4.899634 2.561050 0.0 -0.1 0.0 0.043
H -1.982695 0.994385 2.140364 0.0 0.0 0.0 0.033
H 4.488815 1.739440 -5.398325 0.0 0.0 0.0 0.124
H -1.674319 3.059127 5.209026 0.0 0.0 0.0 0.035
H -3.317794 2.501511 5.079923 0.0 0.0 0.0 0.065
H -2.945663 0.262050 -1.012239 0.0 0.0 0.0 0.075
H 0.642035 2.903584 5.154370 0.0 0.0 0.0 0.012
H -2.446925 5.770533 0.253221 0.0 0.0 0.0 0.033
H -0.704505 5.517314 5.514438 0.0 0.0 0.0 0.012
H 4.495057 -2.148729 -3.868396 0.0 0.0 0.0 0.153
H -0.066196 1.381473 5.756322 0.0 0.0 0.0 0.037
H -3.812454 5.880351 3.034773 0.0 0.0 0.0 0.002
H 1.259388 -0.972999 3.653627 0.0 0.0 0.0 0.029
H -4.532054 6.803950 4.360734 0.0 0.0 0.0 0.020
H -0.115608 -1.130887 2.540636 0.0 0.0 0.0 -0.004
H -5.237050 5.256612 3.903220 0.0 0.0 0.0 0.017
```
Positions in Å, forces in eV/Å.

Values from the calculation:
orbital gap	5.4	eV
total charge	+1
energy above the lowest of the compared OMol25 structures with the same formula, charge and spin	4.621	eV
E_LUMO	-4.868	eV
2S+1	1
DFT total energy	-8772.2679	hartree
E_HOMO	-10.261	eV

=====

The following is a DFT calculation (ωB97M-V/def2-TZVPD) of C26H42AsB11Br6N3O2PPd as an isolated structure.

XYZ file:
```
93
Properties=species:S:1:pos:R:3:forces:R:3:lowdin_charge:R:1
Pd -18.803128 -6.400284 -3.598230 1.1 -0.9 1.3 0.736
Br -14.824302 -11.086031 -6.437434 0.3 -0.5 -0.1 0.842
Br -15.393577 -7.890853 -4.594786 -0.4 -0.1 -0.8 0.768
Br -12.214090 -7.948993 -6.879673 -0.7 -0.2 -0.1 0.781
Br -18.440301 -10.040686 -6.907756 0.3 0.4 0.2 0.856
Br -18.287864 -6.096237 -6.818544 -0.2 0.2 0.3 0.902
Br -14.535447 -4.969075 -6.720631 0.1 0.6 0.1 0.854
As -20.285751 -9.211738 -3.025200 0.2 -1.1 -0.2 1.253
P -18.324957 -3.157304 -3.438605 0.4 -2.2 -2.0 0.617
O -18.359865 -4.523724 -4.161943 0.2 2.1 0.9 -0.493
O -18.807284 -8.455902 -3.272503 -0.6 1.0 0.3 -0.562
N -18.005888 -2.004421 -4.628521 -1.7 0.4 1.5 -0.305
N -17.097603 -3.104017 -2.341078 1.1 -0.3 1.0 -0.277
N -19.782785 -2.984466 -2.670028 0.4 0.6 -0.6 -0.302
C -18.661837 -13.580531 -2.550944 0.3 0.0 0.1 -0.058
C -21.033274 -3.441626 -3.305992 -0.2 0.6 -0.2 -0.080
C -21.239051 -7.894361 -5.398668 0.8 1.4 0.6 -0.148
C -15.718230 -8.042175 -9.816294 1.5 -1.3 -1.5 0.016
C -23.557513 -8.671235 -0.448633 2.1 -0.5 -0.1 -0.065
C -18.643012 -6.195914 -1.515430 -0.5 0.2 -0.8 -0.121
C -18.730991 -0.736182 -4.540522 -1.1 0.3 -0.2 -0.124
C -22.512146 -8.851255 -7.171495 -0.5 -0.7 -0.2 -0.056
C -20.390695 -11.964009 -2.019477 -1.0 -2.0 1.1 -0.117
C -15.972565 -4.099882 -2.355574 -1.4 -0.4 -0.5 -0.060
C -21.656478 -9.310890 0.926824 -0.4 0.7 -0.3 -0.071
C -22.682936 -8.599295 -1.549157 -0.2 0.2 -0.2 -0.087
C -20.804491 -9.216694 -0.158324 0.1 -0.4 -1.1 -0.105
C -19.760964 -11.078001 -2.801879 0.7 2.1 -1.7 -0.299
C -22.785764 -9.972683 -6.340172 1.0 1.1 -0.7 -0.064
C -17.970267 -12.569903 -3.285693 -0.7 -2.2 0.7 -0.061
C -21.829177 -7.767989 -6.641839 -0.4 -0.8 0.2 -0.087
C -21.373425 -9.017820 -4.609130 -0.4 -0.2 -0.2 -0.320
C -22.204613 -10.038651 -5.079286 -0.5 -0.6 0.5 -0.100
C -21.326896 -8.921020 -1.434838 -0.7 0.6 0.7 -0.323
C -19.882001 -13.287093 -1.931587 0.1 0.0 -0.1 -0.070
C -17.197954 -2.232445 -5.803378 -0.1 -0.9 -0.9 -0.105
C -19.910909 -2.269931 -1.421869 -0.4 0.2 0.3 -0.113
C -16.786246 -1.895911 -1.560915 -1.4 0.7 -0.9 -0.104
C -18.595033 -11.397952 -3.508472 0.5 1.8 -0.2 -0.118
C -23.025487 -9.019847 0.789518 0.0 0.0 0.2 -0.067
B -16.051301 -6.626725 -9.071940 -0.8 0.9 -0.3 -0.314
B -14.407653 -7.224135 -9.150274 0.9 0.1 0.4 -0.272
B -15.045104 -6.575400 -7.638069 -1.1 -1.1 0.5 -0.907
B -16.910833 -8.940100 -7.500890 0.8 0.3 -0.9 -0.830
B -17.165440 -8.039957 -9.042431 -0.2 0.0 0.3 -0.316
B -15.173409 -9.498736 -7.470939 -0.5 0.6 -0.8 -0.905
B -14.076376 -8.059379 -7.583363 0.1 -0.1 0.0 -0.872
B -14.437357 -9.010322 -9.045559 0.0 0.4 0.6 -0.227
B -16.125633 -9.480028 -9.087219 0.0 -0.3 1.8 -0.251
B -15.588899 -8.048289 -6.576932 -0.2 0.8 -0.1 -0.871
B -16.834445 -7.153015 -7.578406 0.6 -0.1 0.6 -0.861
H -20.459805 -14.052241 -1.373902 0.6 0.6 -0.4 0.110
H -16.418680 -10.506235 -9.574413 -0.2 0.0 -0.4 0.155
H -18.183777 -7.954826 -9.640575 0.1 -0.1 0.0 0.164
H -18.822580 -5.166852 -1.187532 0.0 0.0 -0.3 -0.021
H -21.260363 -9.542245 1.895553 0.1 -0.1 0.3 0.102
H -17.356237 -1.066933 -2.065973 0.7 -0.4 0.8 0.070
H -20.787043 -4.332762 -3.894149 -0.4 0.2 0.1 0.051
H -15.701152 -8.106025 -10.902804 -0.1 0.2 0.3 0.193
H -17.000075 -12.755138 -3.702946 0.2 -0.2 -0.3 0.106
H -17.056910 -1.921107 -0.481021 0.1 -0.3 -0.7 0.094
H -17.485664 -1.523618 -6.598251 0.1 -0.2 0.4 0.093
H -19.765239 -0.731965 -5.060408 1.6 -0.1 0.3 0.102
H -19.426057 -6.834701 -1.068786 0.6 0.1 -0.2 -0.021
H -15.740748 -1.656903 -1.664551 0.4 0.1 0.0 0.074
H -18.995510 -0.530227 -3.480940 0.4 0.2 -0.6 0.054
H -18.089670 0.072344 -4.969273 -0.7 -0.5 0.5 0.095
H -22.810192 -8.820873 -8.247439 -0.1 -0.1 1.2 0.122
H -16.398719 -5.670700 -9.708487 0.2 -0.3 0.2 0.172
H -17.390265 -3.246047 -6.199634 0.2 0.4 0.2 0.042
H -19.734992 -9.427965 -0.111367 -0.3 -0.1 0.4 0.121
H -23.663709 -9.034656 1.681988 0.2 -0.2 -0.4 0.111
H -19.683864 -2.916680 -0.587470 0.3 -0.3 0.4 0.076
H -22.451668 -10.907426 -4.449744 0.4 0.3 -0.3 0.114
H -23.349253 -10.804258 -6.726427 -0.2 -0.1 0.0 0.100
H -13.519874 -6.730736 -9.809276 -0.7 -0.2 0.3 0.173
H -20.965535 -2.008108 -1.306379 0.2 0.4 0.0 0.088
H -21.791270 -3.660376 -2.516740 0.8 -0.1 -0.5 0.096
H -21.503951 -2.655587 -3.957307 0.5 -0.6 0.4 0.092
H -19.268045 -1.383740 -1.356145 -0.5 -0.1 0.0 0.060
H -18.092670 -10.660522 -4.153751 -0.4 -0.2 0.5 0.064
H -17.613375 -6.473466 -1.248861 -0.5 -0.3 -0.2 0.006
H -20.629342 -7.037033 -5.043361 -0.4 -0.6 -0.2 0.048
H -24.587796 -8.548310 -0.623182 -1.1 0.4 0.1 0.090
H -13.552140 -9.602225 -9.556715 -0.3 0.0 -0.4 0.158
H -23.077179 -8.231104 -2.503562 0.1 -0.5 0.2 0.106
H -15.003690 -3.620700 -2.359077 0.1 0.4 0.2 0.080
H -18.200239 -14.591018 -2.483509 -0.5 0.9 0.1 0.113
H -16.025207 -4.686682 -3.275113 -0.1 -0.1 0.1 0.062
H -16.068758 -4.793759 -1.517727 0.2 0.2 0.0 0.071
H -16.124239 -2.144775 -5.628246 0.0 0.1 0.1 0.074
H -21.797459 -6.835113 -7.156262 0.4 0.4 -0.5 0.101
H -21.303146 -11.698027 -1.483850 0.2 -0.1 -0.1 0.107
```
Positions in Å, forces in eV/Å.

Values from the calculation:
orbital gap	8.5	eV
total charge	0
E_LUMO	-0.088	eV
2S+1	1
DFT total energy	-19753.5393	hartree
E_HOMO	-8.605	eV